Molecular formula: C43H49BrN3OP2Ta
Method: DFT, ωB97M-V/def2-TZVPD

Computed properties:
Charge   +2
DFT total energy   -5220.8125 a.u.
Orbital gap   5.3 eV
Energy above the lowest of the compared OMol25 structures with the same formula, charge and spin   0.0 kcal per mole
HOMO   -12.356 eV
Strongest force on any atom   0.672 eV Å⁻¹

XYZ file:
```
100
Properties=species:S:1:pos:R:3:lowdin_charge:R:1
Ta 0.69 -0.32 0.40 1.530
C -2.70 0.26 -3.04 -0.119
C -1.91 1.55 -3.31 -0.514
C -1.78 1.72 -4.83 -0.094
P -0.34 1.43 -2.31 1.120
C 0.82 2.86 -2.65 -0.450
C 2.23 2.39 -2.23 -0.163
C 0.86 3.57 -4.01 -0.087
C 0.43 -0.06 -3.02 -0.348
C 1.17 -0.12 -4.20 -0.069
C 1.77 -1.30 -4.60 -0.040
C 1.62 -2.45 -3.84 -0.040
C 0.88 -2.42 -2.67 -0.055
C 0.27 -1.23 -2.26 -0.380
N -0.45 -1.21 -1.00 -0.202
C -1.51 -2.11 -0.81 -0.298
C -2.00 -2.92 -1.83 -0.021
C -3.06 -3.79 -1.60 -0.038
C -3.65 -3.87 -0.34 -0.053
C -3.19 -3.04 0.67 -0.086
C -2.14 -2.16 0.44 -0.304
P -1.61 -0.93 1.64 1.063
C -3.02 0.27 1.77 -0.520
C -4.37 -0.33 2.15 -0.085
C -3.19 1.02 0.44 -0.112
C -1.25 -1.70 3.31 -0.495
C -2.17 -1.29 4.46 -0.095
C -1.12 -3.22 3.25 -0.085
H -3.72 0.39 -3.40 0.097
H -2.73 -0.01 -1.99 0.027
H -2.26 -0.57 -3.60 0.080
H -2.46 2.40 -2.89 0.109
H -1.17 0.93 -5.26 0.077
H -1.37 2.68 -5.13 0.054
H -2.78 1.64 -5.27 0.091
H 0.48 3.61 -1.93 0.100
H 2.95 2.74 -2.96 0.122
H 2.31 1.31 -2.24 0.007
H 3.35 2.03 -0.44 0.081
H 1.11 2.90 -4.83 0.072
H 1.62 4.35 -3.98 0.086
H -0.09 4.05 -4.24 0.073
H 1.30 0.77 -4.79 0.101
H 2.35 -1.33 -5.52 0.118
H 2.08 -3.38 -4.15 0.120
H 0.77 -3.31 -2.06 0.124
H -1.57 -2.89 -2.82 0.113
H -3.42 -4.41 -2.40 0.120
H -4.47 -4.55 -0.16 0.117
H -3.67 -3.08 1.64 0.107
H -2.73 0.98 2.55 0.094
H -4.74 -0.99 1.37 0.077
H -5.10 0.48 2.25 0.097
H -4.36 -0.87 3.09 0.059
H -3.68 0.36 -0.28 0.074
H -2.26 1.37 -0.01 0.031
H -3.85 1.88 0.59 0.099
H -0.26 -1.28 3.53 0.070
H -3.12 -1.83 4.42 0.076
H -2.37 -0.22 4.50 0.075
H -1.69 -1.57 5.40 0.092
H -2.09 -3.69 3.05 0.073
H -0.78 -3.58 4.22 0.096
H -0.43 -3.57 2.48 0.063
O 1.02 -2.11 1.03 -0.354
C 2.02 -2.84 1.56 -0.359
C 2.26 -4.12 1.10 0.015
C 3.31 -4.85 1.64 -0.034
C 4.11 -4.29 2.64 -0.048
C 3.85 -3.02 3.10 -0.008
C 2.79 -2.28 2.57 -0.112
C 2.42 -0.97 3.08 -0.255
N 1.63 -0.04 2.52 -0.032
C 1.60 1.03 3.42 -0.101
C 2.35 0.73 4.50 -0.030
N 2.85 -0.52 4.27 0.144
H 1.62 -4.53 0.33 0.127
H 3.51 -5.85 1.29 0.121
H 4.94 -4.86 3.04 0.118
H 4.50 -2.60 3.86 0.117
H 1.06 1.93 3.23 0.092
H 2.56 1.30 5.39 0.131
H 3.44 -1.05 4.90 0.166
Br 3.02 -0.49 -0.53 0.437
C 2.71 2.85 -0.79 -0.259
C 3.57 4.02 -1.02 0.056
C 3.31 5.26 -0.55 -0.004
C 2.16 5.42 0.24 0.099
C 1.32 4.36 0.61 -0.154
C 0.21 4.68 1.43 0.010
C -0.60 3.66 1.84 -0.038
C -0.27 2.35 1.46 -0.180
C 0.78 1.96 0.64 -0.261
C 1.58 3.03 0.18 -0.144
H 4.44 3.85 -1.65 0.145
H 3.95 6.10 -0.77 0.129
H 1.91 6.41 0.60 0.142
H 0.03 5.70 1.73 0.130
H -1.46 3.85 2.47 0.124
H -0.90 1.59 1.90 0.036
```

Molecular formula: C5H13N
Method: DFT, ωB97M-V/def2-TZVPD

Computed properties:
Charge   0
DFT total energy   -252.7641 a.u.
Orbital gap   5.1 eV
Energy above the lowest of the compared OMol25 structures with the same formula, charge and spin   187.6 kcal per mole
HOMO   -6.410 eV
Strongest force on any atom   3.283 eV Å⁻¹

XYZ file:
```
19
Properties=species:S:1:pos:R:3:lowdin_charge:R:1
C 0.88 2.25 -0.23 -0.104
C 0.23 1.88 1.10 -0.185
C -0.60 0.59 1.28 0.060
C 0.06 -0.66 0.61 -0.371
N -0.09 -0.75 -0.84 -0.124
C -1.47 -1.11 -1.13 -0.264
H 0.18 2.57 -1.05 0.095
H 1.62 3.11 -0.24 0.094
H 1.33 1.36 -0.65 0.045
H -0.07 2.78 1.65 0.106
H 0.72 1.06 1.80 0.148
H -0.34 -1.53 1.09 0.079
H -1.18 0.37 2.20 0.122
H 1.84 -4.00 -1.12 0.003
H 1.13 -0.59 0.74 0.090
H 1.21 -3.73 -1.58 0.001
H -2.20 -0.19 -1.02 0.075
H -1.84 -1.92 -0.41 0.062
H -1.42 -1.47 -2.21 0.069
```

Molecular formula: C5H15N4
Method: DFT, ωB97M-V/def2-TZVPD

Computed properties:
2S+1   3
Charge   +1
DFT total energy   -418.0238 a.u.
Orbital gap (spin up / spin down)   3.6 / 5.0 eV
Energy above the lowest of the compared OMol25 structures with the same formula, charge and spin   5.3 kcal per mole
HOMO (spin up / spin down)   -7.597 / -13.013 eV
⟨S²⟩   2.0105
Strongest force on any atom   4.901 eV Å⁻¹

XYZ file:
```
24
Properties=species:S:1:pos:R:3:lowdin_charge:R:1
C -2.38 -0.02 -1.72 -0.174
C 0.79 1.57 0.86 -0.123
C -0.16 2.69 0.97 -0.012
C 3.46 -1.66 -0.79 -0.032
C 2.53 -0.49 -0.93 -0.120
N -1.67 -0.38 -0.71 -0.077
N 1.62 -0.34 -0.09 0.125
N -2.65 -1.48 1.48 0.036
N 0.66 0.68 0.00 0.048
H -2.12 0.78 -2.43 0.039
H -3.42 -0.52 -1.84 0.083
H 1.83 1.63 1.31 0.176
H 0.33 3.51 0.57 0.081
H -0.23 2.86 2.03 0.099
H -1.14 2.47 0.59 0.091
H 2.82 -2.47 -0.53 0.066
H 3.92 -1.94 -1.81 0.120
H 4.32 -1.51 -0.09 0.113
H 2.59 0.25 -1.75 0.153
H -0.66 0.09 -0.53 0.061
H -3.16 -2.35 1.40 0.054
H -3.26 -0.79 1.90 0.064
H -1.78 -1.65 2.06 0.088
H -2.25 -0.95 0.06 0.042
```

Molecular formula: C3H12NP2
Method: DFT, ωB97M-V/def2-TZVPD

Computed properties:
Charge   +1
DFT total energy   -858.6024 a.u.
Orbital gap   10.3 eV
Energy above the lowest of the compared OMol25 structures with the same formula, charge and spin   15.2 kcal per mole
HOMO   -13.533 eV
Strongest force on any atom   5.319 eV Å⁻¹
SMILES   C[NH+](CP)CP

XYZ file:
```
18
Properties=species:S:1:pos:R:3:lowdin_charge:R:1
C -0.62 -1.65 0.27 0.029
N 0.09 -0.24 0.32 -0.239
C 1.38 -0.29 -0.26 -0.494
P 2.46 1.25 0.12 0.882
C -0.84 0.65 -0.42 -0.461
P -2.60 1.14 0.12 0.825
H -0.21 -2.31 -0.55 0.131
H -0.39 -2.14 1.26 0.126
H -1.65 -1.71 0.27 0.048
H 0.17 -0.08 1.28 0.132
H 1.23 -0.57 -1.34 0.127
H 1.98 -1.09 0.20 0.094
H 3.60 0.59 -0.12 -0.129
H 2.31 0.59 1.42 -0.059
H -1.22 0.23 -1.35 0.069
H -0.34 1.62 -0.69 0.090
H -2.35 2.39 0.67 -0.118
H -3.01 1.60 -1.20 -0.053
```

Molecular formula: C4H5NO3
Method: DFT, ωB97M-V/def2-TZVPD

Computed properties:
Charge   0
DFT total energy   -435.7556 a.u.
Orbital gap   8.3 eV
Energy above the lowest of the compared OMol25 structures with the same formula, charge and spin   103.5 kcal per mole
HOMO   -7.928 eV
Strongest force on any atom   5.137 eV Å⁻¹
SMILES   Oc1cc(O)n(O)c1

XYZ file:
```
13
Properties=species:S:1:pos:R:3:lowdin_charge:R:1
O 2.71 0.04 0.03 0.041
C 1.31 -0.01 0.08 -0.274
C 0.55 -1.26 0.16 0.080
C -0.74 -0.78 0.00 -0.285
O -2.01 -1.40 -0.19 0.023
N -0.68 0.60 -0.26 -0.154
O -1.71 1.31 0.43 0.006
C 0.53 1.10 -0.25 -0.064
H 2.92 -0.79 0.39 0.057
H 0.94 -2.26 0.15 0.106
H -2.45 -0.65 0.37 0.138
H -2.13 1.89 -0.27 0.141
H 0.77 2.21 -0.64 0.184
```

Molecular formula: C44H45AsF7N3OPdS
Method: DFT, ωB97M-V/def2-TZVPD

Computed properties:
Charge   -2
DFT total energy   -5404.1210 a.u.
Orbital gap   4.8 eV
Energy above the lowest of the compared OMol25 structures with the same formula, charge and spin   55.0 kcal per mole
HOMO   -0.671 eV
Strongest force on any atom   1.174 eV Å⁻¹

XYZ file:
```
103
Properties=species:S:1:pos:R:3:lowdin_charge:R:1
Pd 0.03 0.40 -0.36 0.395
C -1.01 -4.51 0.59 -0.069
C -1.63 -3.80 -0.62 -0.361
C -2.12 -4.81 -1.65 -0.061
C -2.75 -2.86 -0.19 -0.152
C -3.78 -3.34 0.60 -0.077
C -4.79 -2.50 1.03 -0.120
C -4.77 -1.17 0.65 -0.076
C -3.77 -0.65 -0.15 -0.180
C -3.85 0.81 -0.54 -0.353
C -2.71 1.64 0.05 -0.121
C -3.91 0.98 -2.06 -0.065
C -2.72 -1.50 -0.58 -0.243
N -1.66 -1.06 -1.34 0.041
C -1.54 -1.37 -2.61 -0.291
C -2.61 -1.82 -3.44 -0.064
C -2.47 -1.92 -4.81 -0.146
C -1.26 -1.65 -5.43 -0.159
C -0.16 -1.31 -4.64 -0.059
C -0.31 -1.20 -3.29 -0.226
F 0.79 -0.90 -2.50 -0.028
H -0.11 -5.05 0.30 0.077
H -1.71 -5.22 1.04 0.063
H -0.73 -3.77 1.34 0.051
H -0.85 -3.19 -1.07 0.119
H -2.93 -5.42 -1.25 0.067
H -1.31 -5.48 -1.95 0.070
H -2.48 -4.29 -2.54 0.060
H -3.80 -4.39 0.89 0.097
H -5.60 -2.89 1.63 0.078
H -5.58 -0.52 0.97 0.098
H -4.79 1.20 -0.13 0.119
H -1.72 1.17 -0.18 0.001
H -2.81 1.70 1.13 0.029
H -2.72 2.65 -0.36 0.058
H -2.95 0.74 -2.51 0.055
H -4.16 2.01 -2.32 0.069
H -4.67 0.32 -2.49 0.073
H -3.56 -2.04 -2.96 0.108
H -3.33 -2.21 -5.41 0.086
H -1.16 -1.73 -6.50 0.069
H 0.81 -1.13 -5.10 0.106
C 5.25 3.63 -4.29 -0.135
C 5.67 3.51 -2.97 -0.119
C 4.81 2.99 -2.02 -0.123
C 3.51 2.60 -2.34 -0.323
C 3.11 2.72 -3.67 -0.106
C 3.97 3.24 -4.63 -0.118
As 2.51 1.49 -0.99 1.396
C 0.74 2.25 -1.29 -0.424
C -0.08 2.05 -2.42 -0.136
C -1.11 2.92 -2.70 -0.119
C -1.33 4.03 -1.90 -0.140
C -0.53 4.26 -0.79 -0.062
C 0.50 3.38 -0.47 -0.199
C 1.52 3.63 0.53 -0.187
C 1.45 4.58 1.55 -0.042
C 2.54 4.80 2.37 -0.123
C 3.70 4.06 2.21 -0.116
C 3.75 3.07 1.25 -0.117
C 2.69 2.85 0.40 -0.285
H 5.92 4.02 -5.04 0.082
H 6.67 3.80 -2.69 0.088
H 5.14 2.88 -1.00 0.078
H 2.12 2.40 -3.95 0.086
H 3.63 3.31 -5.66 0.090
H 0.14 1.24 -3.12 0.079
H -1.75 2.74 -3.56 0.098
H -2.12 4.73 -2.15 0.088
H -0.70 5.14 -0.18 0.095
H 0.53 5.13 1.72 0.097
H 2.49 5.56 3.14 0.084
H 4.56 4.25 2.85 0.086
H 4.64 2.44 1.18 0.086
S -1.51 -0.31 2.23 0.836
C -1.16 -0.94 3.70 -0.847
N -1.52 -2.22 4.04 -0.002
C -0.95 -2.88 5.19 -0.206
C -0.89 -1.89 6.35 -0.178
C -0.06 -0.69 5.89 -0.211
N -0.64 -0.15 4.69 -0.006
H -1.75 -2.79 3.24 0.104
H 0.06 -3.26 4.98 0.114
H -1.59 -3.74 5.45 0.113
H -0.43 -2.35 7.22 0.104
H -1.89 -1.56 6.61 0.113
H 0.99 -1.02 5.74 0.110
H -0.05 0.10 6.65 0.112
H -0.24 0.70 4.32 0.119
C 3.25 -0.71 3.01 0.004
C 2.63 -0.72 1.59 -0.550
O 1.93 0.35 1.33 -0.218
C 3.84 -0.95 0.59 -0.580
F 4.61 0.15 0.45 0.075
F 4.72 -1.89 1.03 0.088
F 3.48 -1.34 -0.63 0.110
C 1.77 -2.02 1.44 -0.542
F 0.86 -1.93 0.47 0.113
F 2.49 -3.15 1.20 0.110
F 1.11 -2.33 2.59 0.095
H 3.97 0.10 3.07 0.082
H 3.74 -1.66 3.24 0.076
H 2.45 -0.52 3.72 0.064
```

Molecular formula: C4H5O4Sm
Method: DFT, ωB97M-V/def2-TZVPD

Computed properties:
2S+1   8
Charge   +2
DFT total energy   -1113.6232 a.u.
Orbital gap (spin up / spin down)   4.2 / 5.1 eV
Energy above the lowest of the compared OMol25 structures with the same formula, charge and spin   0.0 kcal per mole
HOMO (spin up / spin down)   -13.922 / -14.589 eV
⟨S²⟩   15.7615
Strongest force on any atom   3.600 eV Å⁻¹

XYZ file:
```
14
Properties=species:S:1:pos:R:3:lowdin_charge:R:1
C -3.36 -0.23 -0.66 -0.144
O -4.63 -0.64 -0.72 0.067
H -3.08 0.65 -1.25 0.134
H -5.10 -0.25 -1.46 0.126
C -2.45 -0.91 0.13 -0.083
C -1.11 -0.58 0.14 -0.072
H -2.77 -1.84 0.61 0.140
H -2.19 1.56 1.70 0.184
H -0.37 -0.78 -0.64 0.142
O -0.56 -0.06 1.32 0.083
C -0.34 1.22 1.44 -0.621
O -1.31 2.02 1.73 0.224
O 0.80 1.65 1.22 -0.079
Sm 2.50 3.67 1.23 1.900
```

Molecular formula: H12MnO6
Method: DFT, ωB97M-V/def2-TZVPD

Computed properties:
2S+1   6
Charge   +2
DFT total energy   -1609.1221 a.u.
Orbital gap (spin up / spin down)   11.4 / 13.1 eV
Energy above the lowest of the compared OMol25 structures with the same formula, charge and spin   20.9 kcal per mole
HOMO (spin up / spin down)   -18.784 / -20.459 eV
⟨S²⟩   8.7516
Strongest force on any atom   1.875 eV Å⁻¹

XYZ file:
```
19
Properties=species:S:1:pos:R:3:lowdin_charge:R:1
Mn 0.22 -0.06 0.05 0.945
O 0.96 2.00 0.43 -0.035
H 0.68 2.85 0.00 0.132
H 0.88 2.14 1.37 0.079
O -0.59 -2.07 -0.42 -0.027
H -1.10 -1.91 -1.24 0.102
H -1.11 -2.74 0.02 0.095
O -1.82 0.47 0.65 -0.047
H -2.21 1.30 0.33 0.107
H -2.42 -0.22 0.27 0.117
O -0.38 0.70 -1.88 -0.048
H 0.30 1.14 -2.42 0.112
H -1.26 1.11 -2.04 0.123
O 0.14 -0.89 2.13 -0.019
H 0.58 -1.35 2.83 0.092
H -0.77 -0.97 2.44 0.088
O 2.26 -0.36 -0.74 -0.014
H 2.80 -0.96 -0.26 0.074
H 2.84 -0.18 -1.51 0.125
```